{
  "formula": "C51H137CsN9O23S2",
  "method": "ωB97M-V/def2-TZVPD",
  "charge": -1,
  "lumo_energy_ev": 1.02,
  "homo_ev": -5.7,
  "homo_lumo_gap_ev": 6.69,
  "elements": ["O", "H", "H", "H", "O", "H", "H", "H", "O", "H", "H", "H", "O", "H", "H", "H", "Cs", "O", "H", "O", "H", "S", "O", "O", "O", "O", "S", "O", "O", "O", "O", "C", "C", "C", "O", "C", "N", "H", "H", "H", "H", "H", "H", "H", "H", "H", "H", "H", "C", "C", "C", "O", "C", "N", "H", "H", "H", "H", "H", "H", "H", "H", "H", "H", "H", "C", "C", "C", "O", "C", "N", "H", "H", "H", "H", "H", "H", "H", "H", "H", "H", "H", "C", "C", "C", "O", "C", "N", "H", "H", "H", "H", "H", "H", "H", "H", "H", "H", "H", "C", "C", "C", "O", "C", "N", "H", "H", "H", "H", "H", "H", "H", "H", "H", "H", "H", "C", "C", "C", "O", "C", "N", "H", "H", "H", "H", "H", "H", "H", "H", "H", "H", "H", "C", "C", "C", "C", "C", "C", "N", "O", "C", "C", "C", "H", "H", "H", "H", "H", "H", "H", "H", "H", "H", "H", "H", "H", "H", "H", "H", "H", "H", "H", "C", "C", "C", "C", "C", "C", "N", "O", "C", "C", "C", "H", "H", "H", "H", "H", "H", "H", "H", "H", "H", "H", "H", "H", "H", "H", "H", "H", "H", "H", "C", "C", "C", "C", "C", "C", "N", "O", "C", "C", "C", "H", "H", "H", "H", "H", "H", "H", "H", "H", "H", "H", "H", "H", "H", "H", "H", "H", "H", "H"],
  "xyz": [[2.503, 0.812, 1.562], [1.682, 0.574, 1.124], [2.311, 0.949, 2.492], [3.033, 0.019, 1.457], [-0.226, -0.305, 4.362], [0.152, -1.135, 4.660], [0.528, 0.264, 4.196], [-0.761, -0.352, 3.565], [3.121, -0.904, 5.228], [2.855, -0.045, 4.893], [2.373, -1.505, 5.190], [3.890, -1.230, 4.754], [1.272, -3.349, 2.624], [0.876, -2.638, 2.116], [1.246, -3.108, 3.553], [2.200, -3.412, 2.384], [-1.034, 2.184, -0.424], [1.068, -2.314, 4.856], [0.649, -2.642, 5.675], [1.947, 0.908, 3.984], [1.396, 1.670, 3.718], [4.494, -2.424, 2.236], [4.756, -1.883, 3.560], [3.587, -3.548, 2.272], [3.873, -1.268, 1.600], [5.642, -2.789, 1.442], [-0.805, -0.583, 1.228], [0.285, 0.272, 1.013], [-0.270, -1.893, 1.430], [-1.602, -0.206, 2.383], [-1.615, -0.579, 0.030], [6.407, 3.373, 2.573], [6.630, 1.918, 2.887], [7.032, 1.545, 4.354], [8.020, 2.370, 4.920], [8.274, 2.114, 6.251], [5.355, 1.206, 2.567], [6.192, 3.438, 1.506], [7.118, 4.169, 2.790], [5.499, 3.663, 3.102], [7.306, 1.642, 2.078], [7.504, 0.565, 4.426], [6.047, 1.475, 4.816], [8.798, 1.168, 6.391], [7.405, 2.069, 6.908], [8.893, 2.936, 6.612], [5.359, 0.308, 3.031], [5.132, 1.154, 1.584], [-0.903, -8.670, -4.108], [-0.098, -8.499, -2.850], [-0.579, -7.458, -1.844], [0.264, -7.308, -0.761], [-0.102, -6.284, 0.138], [-0.057, -9.808, -2.204], [-1.964, -8.855, -3.937], [-0.545, -9.446, -4.784], [-0.934, -7.796, -4.759], [0.838, -8.131, -3.271], [-1.566, -7.767, -1.502], [-0.670, -6.474, -2.306], [0.686, -6.128, 0.875], [-0.992, -6.605, 0.678], [-0.310, -5.303, -0.289], [0.375, -9.557, -1.327], [-0.976, -9.940, -1.807], [-3.768, -4.638, 0.055], [-3.410, -3.248, -0.333], [-4.196, -2.798, -1.641], [-4.460, -3.936, -2.542], [-4.814, -3.628, -3.799], [-3.742, -2.347, 0.742], [-4.846, -4.766, -0.045], [-3.497, -4.999, 1.047], [-3.159, -5.209, -0.647], [-2.330, -3.215, -0.474], [-3.443, -2.177, -2.126], [-5.126, -2.230, -1.621], [-3.911, -3.057, -4.014], [-5.643, -2.930, -3.920], [-4.795, -4.528, -4.415], [-3.151, -2.656, 1.500], [-3.342, -1.431, 0.601], [7.788, 0.241, -2.143], [6.584, 0.353, -1.200], [5.687, 1.463, -1.776], [5.015, 1.914, -0.595], [3.868, 2.707, -0.876], [5.928, -0.892, -1.016], [7.460, -0.167, -3.099], [8.437, -0.563, -1.797], [8.308, 1.172, -2.366], [6.788, 0.608, -0.160], [4.995, 1.035, -2.501], [6.219, 2.340, -2.145], [4.152, 3.389, -1.678], [3.419, 3.266, -0.055], [3.076, 2.067, -1.263], [5.057, -0.661, -0.559], [6.363, -1.381, -0.246], [-6.268, 0.209, 2.112], [-5.382, 1.285, 1.403], [-4.731, 2.358, 2.287], [-5.620, 3.361, 2.855], [-5.853, 4.424, 1.983], [-4.477, 0.589, 0.461], [-7.009, 0.739, 2.711], [-5.581, -0.515, 2.550], [-6.818, -0.375, 1.375], [-6.108, 1.799, 0.773], [-3.910, 2.951, 1.884], [-4.222, 1.810, 3.080], [-6.890, 4.758, 1.994], [-5.687, 4.143, 0.943], [-5.163, 5.218, 2.267], [-4.900, -0.302, 0.244], [-3.678, 0.406, 1.052], [-2.989, -2.742, 4.804], [-4.461, -2.308, 5.063], [-4.631, -0.933, 5.624], [-3.879, -0.964, 6.810], [-4.053, 0.125, 7.673], [-5.103, -2.495, 3.734], [-2.487, -2.361, 3.915], [-3.027, -3.828, 4.891], [-2.345, -2.351, 5.591], [-4.824, -2.956, 5.861], [-5.627, -0.690, 5.994], [-4.350, -0.173, 4.894], [-3.834, -0.034, 8.729], [-5.085, 0.428, 7.846], [-3.524, 0.956, 7.206], [-4.877, -1.857, 2.984], [-5.107, -3.453, 3.416], [1.265, 4.980, 4.650], [-0.008, 4.815, 3.681], [-1.118, 5.827, 3.799], [-0.560, 7.234, 3.434], [-0.276, 7.244, 1.994], [0.689, 6.145, 1.526], [0.251, 4.856, 2.170], [0.896, 3.711, 1.689], [0.519, 6.057, -0.005], [2.166, 6.423, 1.958], [-0.625, 3.443, 4.038], [1.881, 5.870, 4.522], [1.896, 4.220, 4.190], [1.097, 4.789, 5.710], [-1.894, 5.514, 3.101], [-1.646, 5.711, 4.746], [0.318, 7.575, 3.983], [-1.244, 8.032, 3.721], [0.210, 8.177, 1.712], [-1.224, 7.088, 1.480], [-0.488, 5.718, -0.249], [0.801, 6.958, -0.550], [1.115, 5.193, -0.299], [2.693, 6.729, 1.054], [2.276, 7.213, 2.701], [2.533, 5.478, 2.359], [-1.560, 3.169, 3.549], [-0.861, 3.451, 5.102], [0.023, 2.570, 3.968], [1.809, 3.828, 1.963], [3.265, -4.258, -5.559], [3.409, -2.798, -5.043], [2.475, -1.699, -5.786], [0.996, -1.643, -5.381], [0.995, -1.356, -3.908], [1.763, -2.425, -3.099], [3.108, -2.667, -3.627], [3.815, -3.534, -2.820], [1.803, -2.027, -1.586], [0.953, -3.762, -3.100], [4.906, -2.309, -5.338], [2.200, -4.469, -5.658], [3.652, -5.001, -4.862], [3.753, -4.260, -6.533], [2.912, -0.709, -5.913], [2.218, -1.975, -6.809], [0.346, -2.477, -5.645], [0.439, -0.852, -5.883], [-0.044, -1.365, -3.580], [1.520, -0.426, -3.687], [0.786, -1.931, -1.205], [2.342, -2.720, -0.940], [2.303, -1.078, -1.394], [0.888, -4.280, -4.056], [1.314, -4.461, -2.346], [0.026, -3.539, -2.570], [5.167, -2.276, -6.396], [5.573, -2.851, -4.668], [5.090, -1.268, -5.073], [4.463, -2.917, -2.472], [-2.569, 4.383, -6.912], [-3.558, 3.594, -5.986], [-4.492, 2.753, -6.891], [-5.364, 1.690, -6.244], [-4.390, 0.698, -5.622], [-3.507, 1.354, -4.579], [-2.829, 2.578, -5.128], [-1.991, 3.132, -4.117], [-4.290, 1.687, -3.232], [-2.528, 0.261, -4.217], [-4.275, 4.635, -4.993], [-2.131, 3.692, -7.632], [-1.782, 4.940, -6.402], [-3.149, 5.065, -7.533], [-5.190, 3.474, -7.315], [-4.010, 2.245, -7.726], [-5.782, 1.062, -7.031], [-6.108, 2.054, -5.536], [-3.718, 0.296, -6.380], [-4.948, -0.126, -5.178], [-3.745, 2.236, -2.464], [-5.239, 2.196, -3.402], [-4.483, 0.772, -2.672], [-1.802, 0.554, -3.458], [-3.124, -0.628, -4.011], [-1.784, 0.013, -4.974], [-5.239, 4.248, -4.663], [-4.447, 5.551, -5.557], [-3.627, 4.901, -4.158], [-1.142, 3.057, -4.557]],
  "forces_ev_per_a": [[1.54, 2.33, -2.77], [-1.74, -0.30, -0.33], [-0.15, -0.27, 3.12], [2.08, -2.28, 0.49], [-2.09, 1.79, 2.24], [1.48, -3.00, 0.44], [2.58, 1.24, -0.32], [-1.66, -0.21, -1.81], [1.52, 1.21, 2.72], [-0.79, 1.71, -0.94], [-2.37, -2.02, -0.53], [1.52, -1.21, -1.83], [-2.14, -1.93, -0.70], [-1.31, 1.13, -0.90], [-0.44, 0.77, 2.48], [3.32, -0.47, -0.64], [-0.36, 0.62, -0.42], [-0.40, 0.03, 1.52], [0.49, -0.15, -0.67], [-1.12, 1.02, -0.67], [0.87, -0.09, 0.72], [1.14, 1.23, -1.57], [1.44, -0.38, 2.96], [-0.97, -1.89, 0.38], [-2.07, 1.83, -2.35], [1.38, -0.28, 0.29], [-2.20, -3.91, -1.06], [3.25, 4.34, -0.50], [0.38, -2.55, 0.54], [-1.56, 1.30, 1.08], [-1.44, 0.67, -1.40], [-1.15, 1.09, 0.41], [0.06, -0.58, -0.97], [0.27, -0.75, -1.73], [-0.98, 1.37, -0.66], [0.45, 0.07, 0.77], [0.56, 0.94, 1.60], [-0.13, 0.01, -0.09], [0.65, -0.59, 0.23], [-0.30, 0.21, -0.01], [1.05, -0.65, 0.65], [-0.55, -0.65, -0.54], [0.05, 0.53, 0.98], [0.25, -0.24, -0.02], [-0.50, 0.09, -0.19], [0.17, -0.12, 0.05], [-0.24, -0.50, -0.56], [0.36, -0.24, 0.00], [-1.46, 0.82, -1.03], [-0.11, 0.21, -0.59], [-0.94, 0.79, -1.05], [1.42, -0.23, 0.42], [-0.26, -0.23, 0.68], [0.90, 0.39, 0.81], [-0.15, -0.34, 0.32], [0.29, -0.30, 0.53], [0.27, 0.47, 0.22], [0.78, -0.56, 0.75], [-0.55, -0.01, 0.10], [-0.29, 0.19, -0.45], [0.15, -0.27, -0.21], [-0.29, 0.09, 0.15], [0.03, -0.03, -0.62], [1.05, -0.53, 0.47], [-0.84, -0.34, -0.51], [-0.07, -0.93, -0.49], [-1.17, 0.82, -0.20], [1.48, -1.45, -1.27], [-0.21, -1.10, 4.77], [2.05, 1.59, -1.26], [-0.47, 0.40, 0.88], [0.08, -0.43, -0.23], [0.29, 0.61, 0.21], [-0.72, -0.84, -0.10], [0.12, 0.18, -0.74], [-0.08, 0.43, -0.51], [-0.09, 0.03, 1.03], [0.04, 0.65, -1.98], [-0.67, -0.35, -0.03], [-0.59, 0.12, 0.01], [-0.08, -0.23, 0.61], [0.18, -0.01, -0.64], [-0.11, -1.03, 0.18], [1.20, 1.48, -0.85], [-0.16, -0.59, 2.06], [-1.39, 0.66, 0.59], [0.31, -0.50, -0.99], [-1.34, -1.11, -0.76], [-0.43, 0.14, -0.19], [0.46, 0.34, 0.24], [0.13, -0.04, 0.43], [1.06, 1.22, -0.21], [-0.16, 0.07, -0.23], [0.30, -0.24, -0.49], [-0.22, 0.46, -0.08], [0.72, -0.20, 0.45], [-0.24, -0.19, -0.17], [-0.70, -0.24, 0.07], [0.31, -0.58, 0.08], [0.99, 1.14, -0.46], [-2.12, -0.23, -1.53], [0.26, -0.05, 0.88], [-0.06, -2.07, 0.07], [0.19, 0.16, -0.53], [0.35, 1.67, 1.00], [0.21, -0.51, 0.70], [-0.69, 0.59, 0.73], [0.00, 0.20, -0.30], [-0.09, 0.50, -0.18], [0.11, -0.31, -1.02], [-0.29, 0.18, 0.68], [-0.02, 0.04, 0.52], [0.26, -0.03, -0.18], [-0.13, 0.46, -0.26], [0.11, -0.15, 0.01], [0.68, -0.60, -0.31], [0.19, 0.70, 1.78], [1.22, -0.62, -2.60], [-0.36, 0.30, 0.52], [0.80, -0.25, 1.24], [-0.50, 0.75, -0.37], [-1.82, -0.14, 1.47], [-0.67, -0.22, -0.46], [0.53, -0.01, -0.45], [0.09, -0.35, 0.44], [-0.51, -0.39, -0.49], [-0.66, -0.27, -0.78], [0.46, 0.40, 0.05], [1.24, -0.63, -0.31], [-0.69, 0.00, -0.91], [0.13, 0.46, 0.63], [0.62, -0.50, 0.41], [0.23, 0.21, -0.03], [-0.35, -0.23, -2.14], [0.11, -0.72, -0.40], [0.32, 0.99, 0.60], [-0.95, -0.09, 1.80], [0.48, -0.17, -0.98], [-0.03, -0.27, 0.96], [-1.56, 0.40, 0.47], [0.32, 0.45, 0.01], [0.39, -1.58, 0.74], [-0.88, 0.02, -1.03], [0.18, -0.32, 0.54], [-0.58, 0.35, 0.11], [0.42, -0.49, 0.77], [-0.26, -0.17, -0.27], [0.07, 0.28, -0.41], [0.47, 0.51, 0.47], [0.33, -0.77, 0.36], [-0.52, -0.06, -0.32], [-0.32, 0.23, -0.31], [0.03, 0.28, -0.36], [-0.28, 0.51, 0.07], [-0.01, -0.07, 0.20], [0.48, 0.24, -0.50], [0.49, -0.14, 0.22], [-0.13, -0.14, 0.06], [0.67, 0.38, -0.11], [0.05, 0.38, -0.44], [-0.08, 0.26, 0.16], [0.09, 0.40, -0.34], [0.80, -0.56, -0.06], [-0.63, 1.22, -0.14], [0.17, 1.67, -0.71], [-1.04, -2.04, -1.61], [0.36, 0.97, 1.26], [-0.02, -0.94, 0.79], [-0.64, -1.73, 0.75], [-0.48, 2.35, -0.51], [0.52, -0.47, 0.00], [0.32, 0.36, -0.44], [-0.05, 0.31, 1.14], [-1.01, 0.27, 0.98], [-0.03, -0.13, -0.33], [0.38, 0.28, -0.08], [-0.07, -0.58, -0.01], [0.15, -0.05, 0.77], [1.48, -0.60, -0.72], [0.65, -0.74, 0.18], [0.45, 0.53, -0.28], [0.06, 0.36, 0.63], [-0.31, 0.41, -0.14], [-0.10, -0.04, -0.06], [-0.10, -0.32, -0.30], [0.07, 0.31, -0.34], [-0.43, 0.24, 0.09], [0.96, -0.16, -0.29], [-0.84, 0.07, -0.90], [0.01, -0.94, -0.06], [0.28, -0.41, -0.60], [-0.60, 0.23, 0.47], [0.55, -0.22, 0.73], [-0.67, -0.91, 0.10], [0.66, -0.17, 2.08], [-1.43, 1.22, 0.10], [1.40, -1.04, -0.15], [-0.59, 0.90, 0.54], [-0.16, 1.01, 1.61], [-0.05, -1.17, -1.33], [-0.29, 0.24, -0.42], [0.04, -0.56, -0.50], [1.52, 0.26, -0.01], [0.16, -0.67, -1.74], [0.30, -0.14, 0.19], [-0.15, -0.08, 0.20], [-0.10, 0.25, 0.21], [0.11, 0.29, -0.44], [0.61, 0.36, 0.12], [-0.86, 0.61, -0.17], [-0.01, -0.02, -0.14], [-0.13, -0.07, -0.23], [0.20, -0.13, 0.19], [0.40, 0.43, -0.54], [0.00, 0.02, -0.06], [-0.32, -0.31, -0.31], [-0.63, -0.17, 0.89], [0.45, -0.03, 0.50], [-0.50, -0.03, -0.90], [0.10, 0.01, 0.21], [-0.22, 0.10, 0.01], [-0.03, -0.36, -0.05], [0.30, 0.08, 0.21]],
  "mulliken_charge": [2.617, -0.150, 0.685, -0.073, 0.008, 0.630, 0.481, 0.078, -0.357, 0.343, 0.530, 0.525, -0.257, 0.564, 0.564, 0.465, 1.520, -1.199, 0.088, -1.334, -0.587, 1.188, -0.959, -0.801, -1.251, -0.833, -0.042, -1.205, -1.648, -0.525, 0.517, -1.407, 0.951, -0.857, -0.345, -0.802, 0.159, 0.203, 0.341, 0.241, 0.026, 0.436, 0.382, 0.315, 0.329, 0.258, 0.017, -0.425, -1.569, 0.664, -0.433, -0.406, -0.447, -0.849, 0.326, 0.360, 0.362, 0.270, 0.237, 0.152, 0.315, 0.380, -0.022, 0.387, 0.286, -1.609, 1.837, -0.463, -0.470, -0.476, 0.020, 0.313, 0.427, 0.378, -0.513, -0.114, 0.449, 0.062, 0.260, 0.327, 0.050, -0.984, -1.672, 1.537, -1.063, 0.066, -0.646, -0.516, 0.253, 0.389, 0.398, -0.462, 0.419, 0.479, 0.532, -0.116, 0.170, -0.078, 0.338, -0.976, 0.788, -0.455, -0.432, -0.652, 0.150, 0.466, -0.292, 0.406, 0.293, 0.378, -0.108, 0.279, 0.275, 0.243, -0.032, -0.388, -1.352, 0.499, -0.266, -0.344, -0.779, -0.487, 0.279, 0.327, 0.428, 0.253, 0.605, -0.177, 0.291, 0.314, 0.239, -0.166, 0.342, -1.540, 2.243, -1.406, -0.829, -1.210, 1.724, -0.448, 0.720, -1.737, -1.476, -1.414, 0.304, 0.357, 0.425, 0.411, 0.532, 0.326, 0.400, 0.420, 0.362, 0.328, 0.431, 0.276, 0.540, 0.189, 0.191, 0.037, 0.607, -0.416, -0.124, -1.742, 1.357, -1.519, -0.713, -0.676, 2.080, 1.312, -0.531, -2.500, -1.827, -1.834, 0.391, 0.282, 0.466, 0.272, 0.472, 0.374, 0.506, -0.162, 0.478, 0.088, 0.660, 0.171, 0.186, 0.507, 0.204, 0.439, 0.430, 0.320, 0.341, -1.806, 1.518, -1.290, -0.718, -1.246, 2.231, 0.294, -0.337, -1.612, -2.562, -1.559, 0.420, 0.365, 0.412, 0.458, 0.391, 0.427, 0.333, 0.483, 0.306, 0.120, 0.337, 0.410, 0.489, 0.266, 0.534, 0.313, 0.511, 0.247, 0.332]
}